{
  "formula": "C8H15BO2",
  "method": "ωB97M-V with the def2-TZVPD basis set",
  "elements": ["B", "C", "C", "C", "C", "C", "C", "C", "C", "O", "O", "H", "H", "H", "H", "H", "H", "H", "H", "H", "H", "H", "H", "H", "H", "H"],
  "coordinates": [[-1.0890, -0.5421, -1.4412], [-2.1126, 1.2332, 1.7885], [-0.7966, 1.3445, 1.7191], [-2.0446, -2.3308, -2.4605], [-0.5342, -2.5591, -2.3046], [1.6163, -0.2362, 1.0911], [2.3542, 2.0906, 1.1780], [-0.0103, 1.5965, 0.5389], [1.4191, 1.1428, 0.4737], [-2.2413, -0.9733, -1.9672], [-0.0150, -1.3025, -1.7492], [-2.6309, 0.8262, 2.5622], [-2.7409, 1.4122, 0.9116], [-0.1593, 0.9972, 2.5490], [-2.3608, -2.5945, -3.4533], [-2.6966, -2.9727, -1.9062], [-0.0316, -3.3262, -1.5898], [-0.2507, -2.7442, -3.3066], [0.9246, -0.9741, 0.6424], [1.2745, -0.0749, 2.1290], [2.6283, -0.5658, 1.1954], [2.3127, 2.0116, 2.2587], [2.2991, 3.1237, 0.7770], [3.3936, 1.9476, 0.9494], [-0.2606, 2.3786, -0.0467], [1.7528, 1.0915, -0.5388]],
  "energy_ha": -489.02547,
  "de_lowest_ev": 5.6882,
  "multiplicity": 1
}